Molecular formula: C6H6N2O2
Method: DFT, ωB97M-V with the def2-TZVPD basis set

Its molar mass is 138.1 Da. As for the LUMO energy: 0.0175 hartree. Its energy above the lowest of the compared OMol25 structures with the same formula, charge and spin is 209.1 kJ/mol. As for the SMILES: Cn1cc(O)c(C#N)c1O. Its total charge is 0.

Last column: Löwdin charge in e.
Atoms and positions in Å:
C (-3.6585, 0.5133, 0.0435)  -0.18
C (-0.4148, -1.1827, -0.0646)  -0.02
C (-2.3272, 0.0699, -0.0778)  -0.10
C (-1.7761, -1.2588, -0.0897)  -0.31
C (-1.2103, 0.9437, 0.0735)  -0.29
C (1.2358, 0.7468, -0.0785)  0.01
N (-4.6624, 1.0869, -0.0489)  0.14
N (-0.1202, 0.1607, 0.0978)  -0.09
O (-2.6455, -2.2718, 0.0219)  0.09
O (-0.9970, 2.2576, 0.1082)  0.13
H (0.2942, -1.8744, 0.1351)  0.09
H (1.5812, 0.9002, 0.8629)  0.04
H (1.8913, -0.1729, -0.5136)  0.14
H (1.3119, 1.6918, -0.6872)  0.11
H (-2.0876, -2.8934, 0.5088)  0.12
H (-1.6344, 2.5633, -0.5204)  0.12

Molecular formula: C2H2ClF
Method: DFT, ωB97M-V with the def2-TZVPD basis set

Its molar mass is 80.5 Da. As for the LUMO energy: 0.0171 hartree. Its energy above the lowest of the compared OMol25 structures with the same formula, charge and spin is 65.9 kJ/mol. As for the SMILES: C=C(F)Cl. Its total charge is 0.

Last column: Löwdin charge in e.
Atoms and positions in Å:
C (0.2448, 0.4263, -0.0699)  -0.69
C (-0.1052, 1.7483, 0.2941)  0.04
H (0.6239, 2.3191, 0.8191)  0.05
H (-1.0983, 2.0419, 0.3641)  0.03
F (1.5071, 0.0002, 0.1083)  -0.03
Cl (-0.8192, -1.0241, -0.2060)  0.60

Molecular formula: C27H24AsTeTl
Method: DFT, ωB97M-V with the def2-TZVPD basis set

Its molar mass is 755.4 Da. As for the LUMO energy: -0.0559 hartree. Its total charge is 0.

Last column: Löwdin charge in e.
Atoms and positions in Å:
Tl (-4.5958, -0.3341, -1.0699)  0.86
C (-4.1064, -0.3988, 6.3039)  -0.08
C (-2.9593, 0.3070, 6.0113)  -0.08
C (-2.8749, 1.0224, 4.8097)  -0.11
C (-3.7825, 0.7585, 3.8029)  -0.41
C (-4.8713, -0.0968, 4.0499)  -0.13
C (-5.1454, -0.5137, 5.3440)  -0.07
As (-3.2603, 1.1499, 1.9764)  1.30
C (-2.6210, -0.6653, 1.4734)  -0.34
C (-3.4079, -1.7674, 1.0248)  -0.28
C (-3.0146, -2.4673, -0.1177)  -0.26
C (-1.6738, -2.3768, -0.5301)  -0.11
C (-0.7994, -1.5027, 0.0778)  -0.13
C (-1.2725, -0.5561, 1.0007)  -0.23
C (-0.5341, 0.6177, 1.3907)  -0.20
C (0.8793, 0.7751, 1.2935)  -0.04
C (1.4428, 1.8603, 1.9054)  -0.07
C (0.6626, 2.8949, 2.5666)  -0.05
C (-0.7271, 2.7625, 2.5838)  -0.10
C (-1.3648, 1.5694, 2.0610)  -0.32
H (-4.1354, -0.9910, 7.1800)  0.09
H (-2.1764, 0.4250, 6.7703)  0.11
H (-2.0881, 1.7592, 4.6382)  0.09
H (-5.6226, -0.2036, 3.2875)  0.09
H (-6.0997, -0.8986, 5.5969)  0.09
H (-4.2826, -2.0894, 1.6364)  0.11
H (-3.7778, -3.1921, -0.5658)  0.12
H (-1.3137, -2.9611, -1.3698)  0.11
H (0.2708, -1.6108, -0.0995)  0.08
H (1.5567, 0.0855, 0.8556)  0.10
H (2.5251, 1.9680, 1.9455)  0.11
H (1.1913, 3.7010, 3.0487)  0.09
H (-1.3654, 3.5553, 2.9027)  0.09
C (6.0764, -0.5499, -5.0025)  -0.06
C (4.6916, -0.3508, -4.3935)  -0.27
C (3.6245, -1.0971, -4.8929)  -0.04
C (2.3406, -0.9736, -4.3310)  -0.32
C (1.2134, -1.9863, -4.6166)  -0.13
C (1.9943, 0.0834, -3.4763)  -0.52
Te (0.0603, 0.3232, -2.4784)  0.69
C (3.0613, 0.9363, -3.0531)  -0.34
C (2.8217, 2.1036, -2.1079)  -0.14
C (4.3311, 0.7413, -3.5553)  -0.04
H (5.9048, -0.9034, -6.0272)  0.07
H (6.6594, -1.3066, -4.5112)  0.06
H (6.6043, 0.4198, -5.0288)  0.08
H (3.8011, -1.8949, -5.6523)  0.12
H (1.4475, -2.6900, -5.4442)  0.07
H (0.2331, -1.4875, -4.7186)  0.01
H (1.1202, -2.6381, -3.7265)  0.06
H (2.6119, 1.7481, -1.1104)  0.02
H (1.8789, 2.7263, -2.3286)  0.06
H (3.7490, 2.7540, -2.0385)  0.08
H (5.1189, 1.4557, -3.2908)  0.11

Molecular formula: C31H41GeN7S2W
Method: DFT, ωB97M-V with the def2-TZVPD basis set

The spin multiplicity is 2. Its molar mass is 832.3 Da. As for the LUMO energy (alpha / beta): -0.3683 / -0.3777 hartree. Its energy above the lowest of the compared OMol25 structures with the same formula, charge and spin is 52.1 kJ/mol. Its total charge is +3.

Last column: Löwdin charge in e.
Atoms and positions in Å:
W (0.1862, -1.2583, 0.3277)  1.43
N (-1.4776, -1.2037, 1.8276)  -0.14
C (-2.6576, -2.1103, 1.6662)  -0.15
C (-2.4652, -2.9140, 0.4084)  -0.15
N (-1.0155, -3.2595, 0.2600)  -0.25
C (-0.8740, -3.9877, -1.0314)  -0.16
C (0.5790, -4.2839, -1.2674)  -0.15
N (1.3413, -3.0363, -0.9600)  0.01
C (-0.6173, -4.1710, 1.3958)  -0.12
C (0.8414, -4.0847, 1.7832)  -0.17
N (1.2072, -2.6522, 1.8603)  -0.09
H (-1.0691, -1.3237, 2.7525)  0.07
H (-1.8291, -0.2330, 1.8585)  0.01
H (-3.5690, -1.5190, 1.6044)  0.13
H (-2.7547, -2.7292, 2.5539)  0.13
H (-2.7447, -2.3238, -0.4651)  0.11
H (-3.0796, -3.8174, 0.4042)  0.16
H (-1.2681, -3.3539, -1.8188)  0.10
H (-1.4818, -4.8952, -1.0238)  0.15
H (0.7345, -4.5974, -2.2993)  0.15
H (0.9374, -5.1011, -0.6508)  0.12
H (1.5503, -2.5916, -1.8458)  0.08
H (2.2508, -3.2776, -0.5714)  0.12
H (-0.8998, -5.1951, 1.1429)  0.16
H (-1.2084, -3.8941, 2.2633)  0.12
H (1.5077, -4.5847, 1.0909)  0.10
H (0.9844, -4.5730, 2.7470)  0.15
H (2.2120, -2.5336, 1.7368)  0.10
H (1.0408, -2.2925, 2.7974)  0.07
C (2.6719, 1.0586, 4.5608)  -0.37
S (3.6934, 0.6616, 3.1296)  0.98
C (2.5627, 0.1593, 1.9355)  -1.04
S (0.8482, 0.1258, 2.2570)  0.74
N (3.0648, -0.1243, 0.7700)  -0.03
N (2.0707, -0.4256, -0.1512)  -0.20
C (2.3486, -0.1778, -1.3795)  -0.02
C (1.2960, -0.4094, -2.3669)  -0.27
C (1.4851, -0.1604, -3.7055)  0.05
C (0.4339, -0.4115, -4.5904)  0.03
C (-0.7541, -0.8943, -4.0847)  0.02
C (-0.8805, -1.1067, -2.7141)  -0.15
N (0.1174, -0.8878, -1.8558)  -0.11
H (3.3907, 1.2697, 5.3511)  0.06
H (2.0578, 0.2155, 4.8678)  0.03
H (2.0700, 1.9467, 4.3830)  0.05
H (3.3177, 0.2448, -1.6287)  0.17
H (2.4343, 0.2272, -4.0524)  0.15
H (0.5520, -0.2258, -5.6504)  0.14
H (-1.5993, -1.0983, -4.7290)  0.14
H (-1.8177, -1.4409, -2.2994)  0.10
C (-2.8020, 0.6714, -1.2178)  -0.20
Ge (-1.1276, 1.0687, -0.2476)  0.91
C (-1.8590, 1.9006, 1.3507)  -0.36
C (-1.2482, 3.0276, 1.9164)  -0.10
C (-1.8559, 3.7215, 2.9516)  -0.04
C (-3.0756, 3.2991, 3.4647)  -0.04
C (-3.7030, 2.1887, 2.9195)  -0.05
C (-3.1040, 1.5088, 1.8657)  -0.14
C (-0.0804, 2.2318, -1.4266)  -0.24
C (-0.6386, 2.3621, -2.6782)  -0.12
C (-0.0698, 3.1819, -3.6833)  -0.05
C (1.0728, 3.8676, -3.4217)  0.00
C (1.6955, 3.7752, -2.1505)  -0.15
C (2.8853, 4.5017, -1.8866)  -0.01
C (3.5023, 4.4272, -0.6755)  -0.04
C (2.9390, 3.6227, 0.3409)  -0.04
C (1.7938, 2.9181, 0.1083)  -0.09
C (1.1288, 2.9562, -1.1408)  -0.18
H (-3.3552, 1.6092, -1.1366)  0.07
H (-3.4103, -0.1002, -0.7398)  0.02
H (-2.7158, 0.4286, -2.2710)  0.01
H (-0.3001, 3.3865, 1.5378)  0.09
H (-1.3809, 4.6069, 3.3548)  0.12
H (-3.5435, 3.8469, 4.2720)  0.12
H (-4.6684, 1.8736, 3.2935)  0.12
H (-3.6712, 0.7065, 1.3991)  0.08
H (-1.5561, 1.8507, -2.9347)  0.08
H (-0.5580, 3.2660, -4.6455)  0.12
H (1.5197, 4.5070, -4.1737)  0.13
H (3.2875, 5.1321, -2.6702)  0.13
H (4.4081, 4.9860, -0.4842)  0.12
H (3.4145, 3.5829, 1.3130)  0.11
H (1.3510, 2.3374, 0.9022)  0.04

Molecular formula: C2H8N3
Method: DFT, ωB97M-V with the def2-TZVPD basis set

Its molar mass is 74.1 Da. As for the LUMO energy: -0.1115 hartree. Its energy above the lowest of the compared OMol25 structures with the same formula, charge and spin is 399.7 kJ/mol. As for the SMILES: C[N@H+]1N[C@@H]1N. Its total charge is +1.

Last column: Löwdin charge in e.
Atoms and positions in Å:
C (-0.6284, -0.8321, 0.0915)  -0.24
C (0.8518, 1.3368, 0.6087)  -0.01
N (0.8304, -1.0137, -0.1879)  0.12
N (-1.5551, -1.1329, -0.8390)  0.15
N (0.4047, 0.3024, -0.2873)  -0.12
H (-1.0672, -0.6909, 1.1425)  0.20
H (1.0769, 2.2532, 0.0555)  0.11
H (0.2099, 1.5199, 1.4721)  0.11
H (1.9073, 1.2325, 0.8840)  0.11
H (1.5524, -1.2467, 0.4633)  0.14
H (-2.4079, -0.8790, -0.3910)  0.12
H (-1.3129, -1.4414, -1.7217)  0.10
H (0.1381, 0.5921, -1.2905)  0.22

Molecular formula: C7H28ClO11
Method: DFT, ωB97M-V with the def2-TZVPD basis set

Its molar mass is 323.7 Da. As for the LUMO energy: 0.1029 hartree. Its energy above the lowest of the compared OMol25 structures with the same formula, charge and spin is 28.1 kJ/mol. Its total charge is -1.

Last column: Löwdin charge in e.
Atoms and positions in Å:
Cl (-0.3755, 1.1579, -0.1119)  0.70
O (-1.2143, 1.3429, 1.0544)  -0.34
O (-0.7002, -0.1712, -0.6221)  -0.37
O (-0.4925, 2.1615, -1.1397)  -0.33
O (1.0115, 1.1162, 0.3031)  -0.35
C (-1.9803, -0.6444, 4.0603)  -0.17
O (-2.0035, -1.4296, 2.8820)  -0.12
H (-0.9496, -0.4594, 4.3827)  0.08
H (-2.4573, 0.3234, 3.8740)  0.07
H (-2.5033, -1.1670, 4.8567)  0.07
H (-1.5144, -0.9251, 2.2223)  0.05
C (-0.3924, -3.9676, -0.0554)  -0.16
O (0.5571, -4.4591, 0.8948)  -0.12
H (-1.2941, -4.5849, -0.0676)  0.07
H (-0.6315, -2.9132, 0.0361)  0.06
H (0.0575, -4.0539, -1.0570)  0.08
H (0.6639, -5.3987, 0.7283)  0.07
C (2.6006, 3.9215, -1.2794)  -0.17
O (1.4880, 4.3525, -2.0309)  -0.12
H (3.0745, 4.7924, -0.8047)  0.07
H (2.3418, 3.2728, -0.4399)  0.06
H (3.3513, 3.4625, -1.9305)  0.07
H (0.8157, 3.6686, -1.9529)  0.03
C (-2.8837, -2.1874, -2.1290)  -0.18
O (-3.2606, -1.1098, -1.2988)  -0.12
H (-3.6962, -2.3689, -2.8374)  0.07
H (-1.9964, -2.0378, -2.7545)  0.08
H (-2.7143, -3.0983, -1.5430)  0.06
H (-2.4563, -0.6667, -0.9943)  0.02
C (1.3596, -0.0200, -3.4767)  -0.18
O (0.7055, 1.1393, -3.9230)  -0.11
H (1.7842, -0.6100, -4.2823)  0.08
H (2.1697, 0.1464, -2.7458)  0.07
H (0.6804, -0.6139, -2.8448)  0.06
H (0.3837, 1.6074, -3.1434)  0.04
C (-1.0636, 3.6220, 3.8043)  -0.18
O (0.0010, 3.3693, 2.9236)  -0.12
H (-0.7201, 4.2719, 4.6060)  0.07
H (-1.9048, 4.1005, 3.2851)  0.08
H (-1.4519, 2.6958, 4.2505)  0.06
H (-0.3323, 2.8043, 2.2141)  0.03
C (2.5421, -2.0721, -0.4898)  -0.17
O (3.5885, -1.1114, -0.5995)  -0.12
H (1.9017, -2.0868, -1.3788)  0.06
H (2.9590, -3.0393, -0.2240)  0.07
H (1.8089, -1.8713, 0.3024)  0.07
H (3.1428, -0.2613, -0.5235)  0.05